1.
Entry from OMol25: a single CH4N2P2 molecule at a distorted geometry (wB97M-V/def2-TZVPD).

Highest occupied orbital energy (alpha / beta) ... -8.85 / -7.90 eV
E_LUMO (alpha / beta) ... -0.9 / -0.5 eV
Structure (SMILES) ... [H]/N=C1/[PH]#P1N

```
9
Properties=species:S:1:pos:R:3:mulliken_charge:R:1
C 0.5667 -0.7850 -0.2971 0.193
N -0.1566 -2.2613 -0.8301 -0.423
N -1.0511 1.4241 0.1760 -0.514
P 1.9354 -0.1185 0.5099 -0.091
P 0.3142 0.8832 -0.7181 0.073
H -0.7090 -2.0782 -1.6851 0.231
H -1.2530 2.4772 0.0683 0.245
H -1.2147 1.0741 1.0475 0.249
H 1.5681 -0.6156 1.7288 0.037
```



2.
Entry from OMol25: 2 unconnected molecules or ions with the total composition CH4N2P2 at a distorted geometry (wB97M-V/def2-TZVPD).

Highest occupied orbital energy (alpha / beta) ... -7.55 / -9.07 eV
<S²> ... 2.00
E_LUMO (alpha / beta) ... 0.7 / -1.5 eV
Multiplicity ... 3

```
9
Properties=species:S:1:pos:R:3:mulliken_charge:R:1
C -0.4150 0.2679 0.1468 0.466
N 0.1402 -0.9890 0.2043 -0.573
N 0.3632 1.4391 0.2497 -0.432
P -1.4102 -0.8557 1.0767 -0.048
P -0.5580 1.4078 -1.2063 -0.042
H 0.1055 -1.7416 -0.5934 0.279
H 1.3384 1.1220 0.3409 0.295
H -0.8025 -0.3173 2.2641 0.048
H 1.2384 -0.3333 -2.4827 0.007
```



3.
Entry from OMol25: 2 unconnected molecules or ions with the total composition CH4N2PS at a distorted geometry (wB97M-V/def2-TZVPD).

Total charge ... +1
Highest occupied orbital energy ... -12.26 eV
E_LUMO ... -7.0 eV

```
9
Properties=species:S:1:pos:R:3:mulliken_charge:R:1
C -0.3644 -0.2463 0.0026 0.141
N -0.5711 0.5838 -1.1238 -0.341
N 3.0190 -1.9504 2.6648 -0.007
P 3.7173 -1.3544 3.8222 0.656
S 0.9333 -1.1832 0.1829 -0.459
H -1.0524 -0.1833 0.8439 0.300
H -1.4197 1.1165 -1.2386 0.246
H -0.1517 0.4963 -1.9951 0.203
H 2.1241 -2.0837 2.1964 0.262
```



4.
Entry from OMol25: a molecular structure, CH4N2PS at a distorted geometry (wB97M-V/def2-TZVPD).

Total charge ... +1
Highest occupied orbital energy (alpha / beta) ... -13.05 / -13.04 eV
E_LUMO (alpha / beta) ... -7.1 / -7.1 eV

```
9
Properties=species:S:1:pos:R:3:mulliken_charge:R:1
C 0.9304 -0.1215 -0.2008 0.377
N -0.3521 -0.3474 -0.0585 -0.338
N 1.4716 0.9077 0.3956 -0.225
P 3.1278 1.4100 0.3202 0.330
S 4.2506 -0.8839 -0.4081 -0.183
H 1.6273 -0.8137 -0.8392 0.201
H -0.7558 -1.2753 -0.4428 0.304
H -0.9899 0.3380 0.4376 0.260
H 0.6514 1.2754 0.9345 0.275
```



5.
Entry from OMol25: a molecular structure, CH4N2S at a distorted geometry (wB97M-V/def2-TZVPD).

Highest occupied orbital energy ... -8.10 eV
E_LUMO ... -0.2 eV

```
8
Properties=species:S:1:pos:R:3:mulliken_charge:R:1
C -1.7179 -0.2979 0.4238 -0.057
N 0.9141 0.3043 -0.1649 -0.366
N -0.2637 0.8631 0.2841 -0.407
S -3.1642 0.1605 0.0518 -0.226
H -1.3348 -1.2736 0.7054 0.310
H 0.6991 -0.1244 -1.1020 0.236
H 1.4133 -0.1240 0.6102 0.244
H -0.7802 1.5060 -0.4898 0.267
```



6.
Entry from OMol25: a single CH4N2S molecule at a distorted geometry (wB97M-V/def2-TZVPD).

Highest occupied orbital energy ... -7.81 eV
E_LUMO ... 0.8 eV

```
8
Properties=species:S:1:pos:R:3:mulliken_charge:R:1
C -0.3396 -0.4599 -1.4133 -0.441
N 0.0050 0.0994 -0.2661 0.246
N -0.0653 -0.4774 0.8721 -0.569
S 0.2112 0.7021 2.0484 -0.174
H -1.0638 -1.3331 -1.4675 0.245
H -0.1517 0.1815 -2.2007 0.278
H 0.2528 1.0901 -0.3050 0.287
H 1.1514 0.1973 2.7321 0.128
```



7.
Entry from OMol25: a molecular structure, CH4N2S at a distorted geometry (wB97M-V/def2-TZVPD).

Highest occupied orbital energy ... -8.33 eV
E_LUMO ... 0.5 eV

```
8
Properties=species:S:1:pos:R:3:mulliken_charge:R:1
C -0.1773 -0.8512 -0.7142 -0.047
N 0.2020 1.2339 0.3222 -0.510
N -0.1839 -0.1092 0.3497 -0.159
S -0.0204 -2.5254 -0.7403 -0.353
H -0.4666 -0.3962 -1.7326 0.264
H 1.0529 1.4218 0.9353 0.227
H -0.5267 2.0161 0.1156 0.237
H 0.1200 -0.7898 1.4643 0.340
```



8.
Entry from OMol25: a single CH4N2S2 molecule at a distorted geometry (wB97M-V/def2-TZVPD).

Highest occupied orbital energy ... -8.43 eV
E_LUMO ... 0.2 eV
Structure (SMILES) ... S/N=C\NS

```
9
Properties=species:S:1:pos:R:3:mulliken_charge:R:1
C 0.3130 1.2836 -0.0670 0.222
H -1.8188 -1.3270 0.7955 0.142
H -1.6498 1.5226 0.0999 0.337
H 0.3337 2.4097 -0.2067 0.234
H 0.2774 -1.5459 0.0066 0.079
N -0.8369 0.8019 0.3901 -0.407
N 1.4740 0.8480 -0.1659 -0.326
S -1.9551 -0.4833 -0.1530 -0.134
S 1.7376 -0.7862 0.0366 -0.147
```



Relative energy (zero: lowest compared OMol25 entry of this formula, charge and spin) in eV, matching the order above: 4.162 2.782 2.254 3.752 3.926 3.570 3.454 3.277
Electronic energy in eV, matching the order above: -22654.34649 -22652.86515 -24197.08514 -24195.58714 -14913.67799 -14914.03401 -14914.15009 -25749.21252